{
  "formula": "C23H27ClCoN6O5S3",
  "method": "the ωB97M-V functional and the def2-TZVPD basis",
  "symbols": ["Co", "N", "C", "C", "C", "C", "N", "C", "N", "N", "C", "O", "O", "H", "H", "H", "H", "H", "H", "H", "H", "H", "H", "H", "H", "H", "H", "S", "C", "S", "C", "N", "N", "C", "C", "C", "C", "C", "C", "S", "H", "H", "H", "H", "H", "C", "C", "C", "C", "Cl", "C", "C", "C", "O", "C", "C", "O", "O", "H", "H", "H", "H", "H", "H", "H", "H"],
  "coordinates": [[-0.25303, -0.36438, -0.42513], [1.33832, -0.11077, 1.04476], [1.80831, 1.27752, 1.02729], [3.04554, 1.45974, 0.13861], [3.09778, 0.76862, -1.23866], [2.00324, 1.05578, -2.28603], [1.44832, 2.41355, -2.31800], [2.14014, 3.52655, -2.48547], [3.34269, 3.47352, -3.07645], [1.61981, 4.69029, -2.08800], [0.68059, 2.18805, 0.54044], [0.84685, 3.40755, 0.64249], [-0.31271, 1.61042, -0.00802], [0.81549, -0.30138, 1.89293], [2.10536, -0.77485, 1.02962], [2.07474, 1.63500, 2.02190], [3.91220, 1.08861, 0.69180], [3.19012, 2.53623, 0.03625], [3.07566, -0.31621, -1.10758], [4.07799, 1.00886, -1.65584], [1.15945, 0.40697, -2.10131], [2.36874, 0.78117, -3.27877], [0.52046, 2.50795, -1.91891], [3.61274, 2.63398, -3.55756], [3.85112, 4.31410, -3.27825], [1.01496, 4.62160, -1.26942], [2.16058, 5.53083, -2.18141], [-6.08462, 2.69297, 0.42479], [-5.02496, 1.57448, -0.17233], [-3.69796, 1.92910, -1.23754], [-3.17827, 0.24292, -1.21111], [-3.93519, -0.49186, -0.48067], [-4.96255, 0.23133, 0.07842], [-5.83654, -0.48335, 0.95988], [-5.27744, -1.22101, 1.99070], [-6.10651, -1.92267, 2.85336], [-7.48293, -1.88353, 2.68247], [-8.02969, -1.15890, 1.63151], [-7.20731, -0.45898, 0.76222], [-1.78298, -0.28878, -2.08986], [-4.20084, -1.25369, 2.09836], [-5.67692, -2.49889, 3.66367], [-8.13033, -2.41825, 3.36676], [-9.10254, -1.14102, 1.48402], [-7.62073, 0.10348, -0.06207], [0.58092, -5.51608, 2.89368], [1.68164, -4.52313, 2.63988], [2.43033, -3.97659, 3.66874], [3.41730, -3.03372, 3.40496], [4.34077, -2.36488, 4.71989], [3.66551, -2.62007, 2.11430], [2.92340, -3.16186, 1.06826], [1.94927, -4.11610, 1.32680], [1.18944, -4.69586, 0.36160], [1.16570, -4.01833, -0.87604], [0.65596, -2.59673, -0.70762], [1.11812, -1.68743, -1.45393], [-0.20354, -2.35408, 0.17689], [0.45529, -5.69252, 3.96174], [0.79562, -6.46745, 2.40155], [-0.35835, -5.14859, 2.47599], [2.23644, -4.27714, 4.69097], [4.43945, -1.88906, 1.91566], [3.11652, -2.82521, 0.05699], [0.48382, -4.56817, -1.52160], [2.14527, -3.98975, -1.35219]],
  "gap_ev": [6.8, 6.8],
  "e_lumo_ev": [-0.42, -0.42],
  "multiplicity": 2,
  "e_above_lowest_ev": 0.000,
  "total_energy_ev": -126124.9645,
  "s_squared": 1.143,
  "fmax_ev_per_a": 1.60,
  "homo_energy_ev": [-7.24, -7.22]
}